C30H52Cl40N2OS | wB97M-V/def2-TZVPD

**HOMO**: -8.5089 eV
**LUMO**: -0.008 Ha

The geometry in ORCA input format:
```
! wB97M-V def2-TZVPD RIJCOSX def2/J DEFGRID3
* xyz 0 1
C -8.141 2.905 0.919
O -7.142 2.130 0.283
C -7.205 2.229 -1.127
C -6.486 3.468 -1.721
C -5.229 3.956 -0.906
C -5.503 5.401 -0.406
C -5.735 5.706 1.014
C -6.011 7.008 1.369
C -6.075 7.994 0.339
N -6.365 9.304 0.509
S -6.275 10.009 -0.946
N -5.897 8.741 -1.937
C -5.828 7.725 -1.071
C -5.539 6.350 -1.397
H -7.706 3.757 1.478
H -8.683 2.306 1.679
H -8.907 3.310 0.232
H -8.278 2.203 -1.411
H -6.753 1.327 -1.589
H -7.225 4.289 -1.801
H -6.165 3.284 -2.763
H -4.989 3.301 -0.055
H -4.324 3.998 -1.537
H -5.692 4.888 1.770
H -6.180 7.224 2.430
H -5.363 6.062 -2.442
C -4.055 -0.357 -1.256
Cl -4.482 0.888 -2.434
Cl -2.731 0.178 -0.216
H -4.924 -0.569 -0.639
H -3.748 -1.254 -1.784
C -1.767 -1.254 2.876
Cl -0.283 -2.148 3.208
Cl -3.204 -2.205 3.244
H -1.778 -0.348 3.475
H -1.783 -1.001 1.823
C 3.750 -2.269 2.236
Cl 2.663 -3.300 3.185
Cl 2.919 -1.587 0.834
H 4.098 -1.459 2.864
H 4.591 -2.862 1.896
C 3.388 2.392 2.244
Cl 4.407 1.014 2.683
Cl 1.667 2.005 2.336
H 3.595 3.208 2.928
H 3.627 2.688 1.231
C -0.864 -3.805 0.159
Cl -2.617 -3.539 0.086
Cl -0.101 -3.646 -1.428
H -0.428 -3.073 0.829
H -0.679 -4.806 0.534
C 5.633 -5.647 2.390
Cl 6.432 -6.833 1.349
Cl 6.722 -4.307 2.794
H 4.762 -5.257 1.859
H 5.324 -6.135 3.309
C 2.921 -5.969 -0.833
Cl 1.590 -7.125 -0.715
Cl 3.027 -4.960 0.620
H 3.851 -6.512 -0.952
H 2.754 -5.326 -1.691
C 1.333 -2.666 -5.292
Cl 0.070 -1.650 -4.592
Cl 1.343 -4.282 -4.568
H 1.156 -2.762 -6.358
H 2.297 -2.200 -5.115
C 2.270 5.228 -0.783
Cl 3.823 4.402 -0.601
Cl 0.933 4.199 -0.248
H 2.280 6.136 -0.189
H 2.123 5.472 -1.830
C 4.188 -7.116 -4.349
Cl 4.222 -8.177 -2.935
Cl 4.750 -5.487 -3.952
H 4.834 -7.533 -5.114
H 3.168 -7.056 -4.716
C -1.423 -6.520 -5.411
Cl -2.469 -6.992 -4.067
Cl -0.815 -7.933 -6.286
H -1.991 -5.901 -6.097
H -0.579 -5.964 -5.019
C -5.504 2.923 4.172
Cl -7.231 3.286 4.256
Cl -4.882 3.096 2.516
H -4.970 3.608 4.820
H -5.345 1.902 4.502
C -5.552 2.775 -6.177
Cl -6.940 2.266 -5.210
Cl -4.639 4.059 -5.371
H -4.899 1.923 -6.327
H -5.908 3.145 -7.133
C 6.389 1.615 -1.961
Cl 5.066 0.472 -1.708
Cl 6.561 2.712 -0.581
H 7.315 1.064 -2.090
H 6.180 2.202 -2.850
C 9.708 4.413 -1.429
Cl 9.628 5.704 -2.635
Cl 10.644 3.033 -2.018
H 10.178 4.799 -0.531
H 8.700 4.078 -1.209
C 8.871 -3.359 -0.317
Cl 9.054 -4.739 -1.405
Cl 8.357 -1.908 -1.190
H 8.123 -3.600 0.431
H 9.825 -3.159 0.160
C -7.011 -4.139 3.533
Cl -6.437 -3.265 4.958
Cl -5.902 -3.955 2.170
H -7.092 -5.193 3.778
H -7.983 -3.748 3.250
C 5.536 6.078 2.566
Cl 4.735 5.567 4.057
Cl 6.037 4.692 1.590
H 4.845 6.681 1.986
H 6.414 6.661 2.823
C -2.134 2.551 6.550
Cl -3.641 3.133 7.266
Cl -2.444 1.347 5.293
H -1.606 3.390 6.109
H -1.528 2.098 7.327
C 8.304 -10.076 2.691
Cl 7.429 -10.664 4.110
Cl 8.816 -11.410 1.650
H 7.652 -9.419 2.124
H 9.183 -9.532 3.021
*
```